[1]
51
Properties=species:S:1:pos:R:3:forces:R:3:lowdin_spin:R:1 method="wB97M-V/def2-TZVPD" energy_ev=-156374.0194 molar_mass_g_mol=817.2 charge=-1 e_homo_ha="-0.192 / -0.202" spin_multiplicity=5
Ru 0.421620 -2.773073 -1.502195 -0.09 0.19 0.00 2.4566
O -2.861616 -0.691219 -3.326980 -0.11 0.01 0.02 0.0047
P -1.931912 -1.578631 -2.383592 0.22 -0.05 -0.01 0.0092
O -1.038942 -0.765700 -1.498993 -0.05 0.08 -0.04 0.0592
O -1.138596 -2.566359 -3.212866 -0.10 -0.08 0.06 0.0408
O -3.005961 -2.369596 -1.500371 -0.17 0.05 0.02 0.0007
P -2.608154 -3.823905 -0.828987 0.12 -0.11 -0.09 0.0063
O -2.675920 -4.784802 -2.105664 0.01 0.02 -0.06 0.0007
O -3.601382 -4.193708 0.178872 -0.05 -0.01 0.06 0.0018
O -1.142918 -3.682927 -0.409681 -0.03 -0.02 -0.16 0.0505
H -3.618549 -0.335301 -2.844270 0.09 -0.03 -0.05 0.0003
H -2.104077 -4.426253 -2.807594 -0.02 0.00 0.05 0.0004
S 4.954141 -4.612157 -2.251530 0.08 0.05 0.05 0.6748
Sb 3.673482 -2.892861 -1.348891 0.06 -0.12 -0.04 0.1670
S 2.039833 -2.425021 -3.050256 0.05 0.15 -0.15 0.2161
S 1.846959 -3.984040 -0.232696 0.05 -0.21 0.10 0.2105
O 1.574521 -0.915419 -0.224541 -0.10 -0.01 0.03 0.0778
As 0.780070 0.410378 0.372396 -0.07 -0.22 -0.07 0.0072
C 1.862262 1.309065 1.692407 0.01 0.03 0.04 0.0044
C 1.890726 0.801210 2.987854 -0.04 -0.02 0.01 0.0012
C 2.685031 1.401188 3.951426 0.02 0.01 0.02 0.0000
C 3.452330 2.511930 3.626802 0.00 -0.01 0.02 0.0009
C 3.427364 3.019561 2.337040 0.00 0.00 -0.03 0.0000
C 2.633938 2.417972 1.368852 0.05 0.03 -0.02 0.0013
C -0.812006 -0.078957 1.318555 0.00 -0.02 0.05 -0.0005
C -1.707153 0.863725 1.806091 -0.03 0.06 0.00 0.0000
C -2.881973 0.440371 2.409833 0.00 0.01 0.00 -0.0001
C -3.157233 -0.917015 2.517275 -0.01 0.02 0.00 0.0001
C -2.251617 -1.854720 2.045704 0.06 -0.05 0.04 0.0004
C -1.066726 -1.435689 1.457178 0.05 0.08 0.05 0.0014
C 0.497095 1.721839 -0.997100 0.06 0.03 -0.02 -0.0001
C 0.850853 1.349817 -2.288009 -0.04 0.03 -0.03 0.0010
C 0.707883 2.264273 -3.320938 0.02 -0.05 -0.02 0.0001
C 0.214616 3.535683 -3.066405 -0.02 0.03 0.00 0.0001
C -0.130747 3.905164 -1.774182 -0.01 0.01 0.00 0.0000
C 0.017362 2.998172 -0.733949 -0.01 0.04 0.00 0.0001
H 1.287942 -0.061634 3.247932 0.00 0.01 -0.03 0.0001
H 2.704257 1.002051 4.957088 0.00 0.00 0.01 0.0000
H 4.071053 2.980056 4.381659 0.01 0.01 0.00 0.0001
H 4.027701 3.882942 2.080175 0.00 0.01 0.00 0.0000
H 2.619338 2.817829 0.361858 0.00 -0.02 0.00 0.0000
H -1.512098 1.924926 1.708033 0.03 0.02 -0.02 0.0000
H -3.591450 1.170378 2.778846 0.00 0.01 0.01 0.0000
H -4.090384 -1.245483 2.956720 0.00 -0.01 0.01 0.0000
H -2.479620 -2.911469 2.085834 -0.01 0.01 0.02 0.0001
H -0.371080 -2.167793 1.065831 -0.05 0.10 0.15 0.0016
H 1.211952 0.345598 -2.477246 0.02 0.01 0.01 0.0026
H 0.974095 1.975156 -4.329317 0.00 0.00 0.00 0.0000
H 0.097274 4.242523 -3.878227 0.00 0.01 0.00 0.0000
H -0.510915 4.899138 -1.575122 0.00 0.00 0.01 0.0000
H -0.232688 3.302800 0.275333 0.00 -0.03 0.03 0.0000


[2]
25
Properties=species:S:1:pos:R:3:forces:R:3:lowdin_charge:R:1 method="wB97M-V/def2-TZVPD" energy_ev=-33605.6421 molar_mass_g_mol=203.3 e_homo_ha=-0.296
C 0.601024 0.619969 0.993736 0.89 0.32 1.78 -0.1371
C 0.066673 2.330637 -2.353484 0.57 0.79 -0.65 -1.4000
C 3.870708 -0.913568 1.470173 -0.81 -2.35 2.78 -0.1107
C -3.375435 0.870688 -0.596081 1.73 0.62 -2.38 -0.0328
C -2.057853 -1.247628 -0.052643 -0.73 2.29 -2.53 -0.0291
C 2.480472 -1.111717 1.023205 -3.25 2.51 -3.05 -0.2242
C -2.113978 0.061267 -0.948749 -0.97 -2.12 3.24 -0.3876
N -0.097670 0.453469 0.054440 -1.04 -0.06 0.25 -0.0057
N -0.892320 0.745836 -0.802017 -0.01 2.11 -2.19 -0.0514
N 1.717249 0.151757 1.485378 1.73 -2.10 1.16 -0.0239
S -0.006811 1.541327 -3.702848 -0.25 -0.24 0.21 0.6668
S 0.411698 3.465899 -1.337306 -0.15 -0.26 0.20 0.6834
H 3.997127 -1.004080 2.613284 -0.28 0.96 -1.65 0.1196
H 4.398818 -1.754047 1.156776 1.31 -1.50 -0.78 0.0495
H 4.226791 -0.094297 0.957837 1.13 2.09 -0.29 0.0576
H -3.261137 1.828350 -1.082704 -0.13 0.46 -0.52 0.0687
H -4.243678 0.415308 -1.026625 -0.60 -0.41 0.24 0.0754
H -3.426024 1.155906 0.403315 -0.32 -0.23 2.00 0.0565
H -1.110318 -1.623363 -0.263528 1.51 -1.25 0.46 0.0522
H -2.793049 -1.848136 -0.450619 -1.49 -1.89 -1.21 0.0459
H -2.398790 -1.151414 0.924593 0.35 0.68 2.05 0.0583
H 2.353966 -0.913997 -0.119021 0.84 -0.71 1.58 0.1407
H 1.890057 -2.046644 1.136655 0.68 0.49 0.84 0.1165
H -2.086568 -0.229541 -1.958579 -0.65 -0.49 -1.50 0.1013
H 1.849047 0.298018 2.474814 -0.05 0.28 -0.04 0.1101